The following is a DFT calculation (ωB97M-V with the def2-TZVPD basis set) of a molecular structure, C20H22N7OPS3Tc at a distorted geometry.

Values from the calculation:
expectation value of S² = 0.767
multiplicity = 2
orbital gap (alpha / beta) = 5.446 / 5.179 eV
maximum force = 2.0 eV Å⁻¹
E_LUMO (alpha / beta) = -1.58 / -1.65 eV
ΔE to the lowest compared entry with this formula, charge and spin = 11.2 kcal/mol

```
55
Properties=species:S:1:pos:R:3:forces:R:3
Tc 0.740695 -1.236099 -0.137673 0.707 0.611 -0.307
O -2.340777 -3.594911 -1.482573 0.269 0.018 -0.251
C -1.533025 -2.721213 -1.418699 -0.575 -0.444 1.293
N -1.309691 -2.053466 -0.065443 -0.163 -0.093 -0.448
C -1.257074 -2.983248 1.098786 -0.155 -0.184 0.175
C -0.539086 -2.308340 2.239357 0.144 0.172 -0.077
C -0.941557 -2.457367 3.551255 -0.033 -0.121 0.019
C -0.187958 -1.883977 4.564385 0.110 0.085 -0.071
C 0.960388 -1.187905 4.220998 -0.119 -0.158 0.155
C 1.285719 -1.048271 2.886865 0.072 0.042 -0.197
N 0.538994 -1.563929 1.901774 -0.267 -0.224 0.872
C -0.732958 -2.141622 -2.468854 1.006 0.646 -1.557
C -1.025403 -2.455996 -3.802071 -0.345 -0.124 0.817
C -0.253734 -1.939286 -4.809213 0.568 0.401 -0.281
C 0.818512 -1.108346 -4.466762 -0.510 -0.406 -0.198
C 1.057778 -0.832362 -3.141136 0.198 0.172 0.333
N 0.313390 -1.324696 -2.138055 -0.571 -0.667 -0.399
H -0.683144 -3.852691 0.775389 0.059 0.055 -0.032
H -2.255688 -3.310568 1.387889 -0.015 0.065 -0.011
H -1.830556 -3.031742 3.774417 -0.009 0.014 -0.009
H -0.489964 -1.980769 5.598074 0.009 -0.031 -0.001
H 1.603601 -0.759144 4.975958 -0.006 0.039 -0.018
H 2.168758 -0.513126 2.561842 -0.020 0.020 -0.001
H -1.865645 -3.110379 -3.990510 0.016 0.000 -0.048
H -0.456613 -2.171156 -5.845334 -0.033 -0.020 0.019
H 1.466098 -0.692829 -5.225024 0.014 0.027 0.016
H 1.888984 -0.213302 -2.829974 0.008 -0.042 0.006
S 4.704877 -3.506669 0.093257 -0.221 0.142 -0.020
C 3.269773 -2.734479 -0.101653 0.852 -0.200 -0.030
S 3.096305 -0.986084 -0.142034 -0.532 0.248 0.011
S 1.737184 -3.497058 -0.289410 -0.531 0.006 -0.022
C 0.309173 4.038575 -1.064517 -0.006 -0.099 0.084
N -0.977723 3.353233 -1.033292 -0.174 0.221 -0.194
C -1.624230 3.620488 0.250509 0.151 -0.105 -0.031
N -0.800324 3.253762 1.400429 -0.164 0.201 0.212
C 0.484299 3.936884 1.298244 -0.016 -0.086 -0.072
N 1.184078 3.675260 0.045017 0.186 0.207 -0.021
C 1.612979 2.283900 -0.048145 -0.182 -0.231 0.002
P 0.201492 1.069139 0.015168 0.154 0.032 0.096
C -0.841287 1.922495 -1.280773 0.188 -0.149 0.272
C -0.643275 1.808494 1.512497 0.191 -0.127 -0.339
H 0.123810 5.114012 -1.015436 0.001 -0.008 0.002
H 0.814574 3.813748 -2.006103 -0.007 0.009 -0.005
H -2.567257 3.073368 0.294443 -0.014 0.018 0.018
H -1.828424 4.691818 0.308173 -0.019 -0.011 0.003
H 1.121716 3.630318 2.130196 -0.013 0.025 0.017
H 0.303600 5.011966 1.368978 0.013 -0.009 0.009
H 2.306170 2.054362 0.765709 0.041 -0.010 -0.042
H 2.149028 2.129942 -0.989126 0.072 -0.011 0.044
H -1.831537 1.469188 -1.298192 -0.068 -0.076 -0.052
H -0.375637 1.764591 -2.258511 -0.035 -0.010 -0.004
H -0.057245 1.574612 2.406505 -0.021 -0.028 -0.018
H -1.624016 1.348142 1.617510 -0.087 -0.071 0.081
N -3.116409 -0.334613 0.228468 0.089 0.045 -0.077
C -2.271736 -1.102650 0.076447 -0.207 0.227 0.275
```
Forces are in eV/Å.

=====

The following is a DFT calculation (ωB97M-V with the def2-TZVPD basis set) of a molecular structure, C20H23B2BrF4N5O4Sc.

Values from the calculation:
multiplicity = 1
orbital gap = 7.670 eV
maximum force = 0.6 eV Å⁻¹
E_LUMO = -7.24 eV
charge = +2
ΔE to the lowest compared entry with this formula, charge and spin = 6.8 kcal/mol

```
60
Properties=species:S:1:pos:R:3:forces:R:3
Sc 0.648980 0.398618 -0.505090 0.435 -0.462 0.061
C -0.908580 4.087591 -2.540081 -0.006 0.005 0.004
C -0.506588 2.711893 -2.157079 0.018 0.104 -0.082
N 0.205744 2.416099 -1.143915 0.010 -0.104 0.068
O 0.600196 3.375227 -0.266714 -0.039 -0.070 0.186
B 0.426393 2.777809 1.078522 -0.006 0.197 0.062
F -0.749745 1.960791 1.018334 -0.025 -0.002 0.045
F 0.459588 3.688916 2.049990 -0.027 -0.072 -0.025
O 1.565175 1.691417 1.280105 -0.068 0.098 -0.306
N 1.097085 0.427101 1.535816 0.051 0.019 -0.248
C 0.348452 0.111243 2.515001 -0.052 0.089 0.013
C 0.150024 0.870174 3.766837 -0.054 -0.006 0.004
C -0.509574 -1.052113 2.105582 0.106 -0.080 0.281
N -0.646059 -1.113237 0.827761 -0.397 0.073 0.150
O -1.520165 -2.128518 0.465666 -0.022 -0.082 -0.191
B -2.567703 -1.734145 -0.345942 0.057 -0.106 0.007
F -2.633242 -0.484237 -0.786661 -0.011 -0.051 0.028
F -3.495586 -2.612566 -0.615471 0.065 0.078 -0.008
O -1.067088 -0.698847 -3.135623 0.158 -0.056 -0.184
N -0.496032 0.385003 -2.511638 -0.427 0.248 -0.009
C -0.979983 1.503103 -2.914261 0.012 0.367 -0.037
C -2.020274 1.680067 -3.958254 0.065 -0.071 -0.069
C -1.212287 -1.926576 3.076923 0.082 0.017 0.042
H -0.451232 4.812059 -1.874424 -0.005 0.010 0.016
H -1.994941 4.188885 -2.491276 0.005 0.000 -0.010
H -0.606209 4.297218 -3.567868 0.005 0.000 0.012
H 0.838619 1.709162 3.814174 0.000 0.029 0.008
H 0.300132 0.218156 4.629516 0.007 0.000 -0.013
H -0.876144 1.245175 3.810182 0.003 0.001 0.009
H -2.135087 0.795799 -4.574447 0.002 -0.013 -0.004
H -1.788278 2.541074 -4.583690 -0.008 -0.014 0.009
H -2.973808 1.887242 -3.460763 0.014 -0.018 -0.019
H -1.118872 -1.547085 4.090306 0.014 -0.002 -0.009
H -0.777518 -2.928868 3.036178 -0.014 0.000 -0.008
H -2.264573 -2.030738 2.819210 -0.020 0.013 -0.002
C 5.172433 -2.274858 1.472234 -0.013 -0.002 0.001
C 4.687490 -1.291212 0.447391 0.051 -0.016 0.008
C 5.565582 -0.565307 -0.358316 0.033 0.000 0.015
C 5.082256 0.333896 -1.290208 0.063 0.014 -0.013
C 3.715209 0.491765 -1.381192 -0.025 -0.007 -0.134
Br 2.975551 1.626445 -2.691289 -0.051 -0.013 0.047
N 2.845979 -0.161424 -0.617494 0.054 -0.058 0.190
C 3.340183 -1.044352 0.275336 -0.018 -0.032 -0.044
H 6.136233 -2.692249 1.187894 -0.003 0.001 -0.009
H 4.469722 -3.097882 1.598681 -0.004 0.017 0.010
H 5.297506 -1.785885 2.440047 0.006 -0.001 -0.012
H 6.634753 -0.714596 -0.264125 -0.021 0.003 0.000
H 5.741871 0.894143 -1.936881 -0.010 -0.007 0.005
H 2.608538 -1.577507 0.868860 -0.010 -0.003 0.021
C 0.431979 -4.306923 -1.761857 -0.068 -0.039 -0.028
C -0.836277 -4.219118 -2.333370 0.066 -0.075 0.048
C -1.321545 -3.010740 -2.806632 -0.045 0.049 0.036
C -0.514456 -1.890657 -2.702083 -0.066 0.001 0.048
C 0.772069 -1.957158 -2.191638 0.058 -0.167 0.112
C 1.237860 -3.185009 -1.709465 0.039 0.137 -0.042
H 0.796435 -5.259050 -1.399421 -0.013 0.039 -0.009
H -1.455741 -5.103564 -2.406913 0.006 0.020 0.000
H -2.305758 -2.927092 -3.250733 0.017 -0.006 0.026
H 1.461676 -1.133175 -2.337026 0.042 0.001 -0.054
H 2.253298 -3.260379 -1.339317 -0.019 0.004 -0.004
```
Forces are in eV/Å.

=====

The following is a DFT calculation (ωB97M-V with the def2-TZVPD basis set) of a molecular structure, C20H23B2F4N5O12SeW.

Values from the calculation:
multiplicity = 1
orbital gap (alpha / beta) = 5.593 / 5.592 eV
maximum force = 0.5 eV Å⁻¹
E_LUMO (alpha / beta) = -9.61 / -9.61 eV
charge = +2
ΔE to the lowest compared entry with this formula, charge and spin = 23.3 kcal/mol

```
68
Properties=species:S:1:pos:R:3:forces:R:3
W -0.425659 0.167230 0.108428 0.443 0.292 0.109
C -1.039105 -4.292126 0.283307 0.044 -0.002 0.029
C -1.003922 -2.824139 0.469305 -0.006 -0.070 0.012
N -0.442434 -2.001339 -0.339742 -0.283 0.047 0.032
O 0.128073 -2.509907 -1.444397 0.130 -0.040 -0.013
B -0.740721 -2.143061 -2.656887 0.098 0.080 0.007
F -0.193786 -2.745708 -3.727291 0.005 -0.020 -0.004
F -2.046602 -2.430398 -2.335098 -0.076 -0.062 -0.020
O -0.597266 -0.655926 -2.866396 0.043 0.097 0.007
N -1.165450 0.106000 -1.911266 -0.418 -0.215 -0.094
C -2.071693 0.929216 -2.337173 0.117 0.073 -0.059
C -2.483899 1.037188 -3.745893 0.008 0.002 -0.010
C -2.768412 1.680802 -1.283875 -0.104 -0.082 -0.003
N -2.470020 1.238398 -0.114936 0.004 -0.035 -0.015
O -3.185974 1.743740 0.876652 0.097 0.080 0.014
B -3.303071 1.065350 2.214396 -0.157 -0.068 -0.057
F -4.609262 0.970809 2.515958 0.047 0.005 -0.009
F -2.608230 1.789384 3.209519 -0.077 0.034 0.061
O -2.750390 -0.339965 2.211958 0.149 0.040 0.123
N -1.886747 -0.890873 1.373286 -0.025 -0.119 0.016
C -1.759067 -2.166635 1.546324 -0.106 -0.028 -0.095
C -2.453424 -2.880445 2.636863 -0.013 0.002 -0.012
C -3.811894 2.700540 -1.538122 -0.008 -0.020 -0.014
H -0.692121 -4.568512 -0.705373 0.006 -0.003 0.005
H -0.406697 -4.769865 1.037685 -0.007 0.003 0.006
H -2.056041 -4.654103 0.439178 -0.005 0.003 -0.019
H -1.802199 0.514369 -4.404951 0.005 0.008 -0.001
H -3.484194 0.598254 -3.842126 0.004 0.003 -0.008
H -2.567035 2.087524 -4.024720 0.013 0.006 0.003
H -2.227275 -2.383034 3.582783 -0.017 0.003 0.003
H -3.535695 -2.796431 2.503554 -0.002 0.000 0.000
H -2.168316 -3.926633 2.680778 0.007 0.003 0.000
H -3.610617 3.240344 -2.459782 -0.008 -0.004 -0.003
H -4.790181 2.218452 -1.626231 0.001 -0.005 0.014
H -3.865777 3.389930 -0.699108 -0.004 0.005 -0.002
C 2.787421 -1.033630 -2.577648 0.005 0.063 0.004
C 2.213092 -0.769943 -1.236150 -0.072 -0.204 -0.040
O 1.105332 -0.184093 -1.221696 0.092 0.350 0.090
C 2.884739 -1.072972 0.005293 0.001 0.073 -0.012
C 4.198919 -1.521730 -0.002565 0.020 -0.020 -0.001
C 4.894040 -1.643368 1.194091 -0.008 0.001 0.032
C 4.286176 -1.304793 2.385091 0.015 -0.007 -0.016
C 2.965366 -0.849271 2.427455 -0.021 -0.021 0.011
C 2.250721 -0.740110 1.224986 -0.065 -0.357 -0.059
O 0.960805 -0.339179 1.262886 0.081 0.251 0.092
H 1.975138 -1.094601 -3.298577 0.007 0.003 -0.005
H 3.383548 -1.942005 -2.596608 -0.017 -0.011 0.005
H 3.432414 -0.193535 -2.855760 0.021 -0.015 0.003
H 4.689601 -1.762132 -0.933804 -0.010 0.006 0.000
H 5.915117 -1.998375 1.194999 -0.001 -0.002 -0.003
H 4.831886 -1.396968 3.317221 -0.001 0.003 0.001
H 2.921294 -0.646131 4.327617 -0.016 0.014 -0.005
O 0.143052 2.596629 -2.363143 0.000 -0.011 -0.021
C 0.819815 2.767045 -1.393547 -0.014 -0.058 0.029
C 1.925149 3.772642 -1.191033 -0.006 -0.019 0.002
C 2.293681 3.650963 0.280092 -0.040 -0.005 -0.005
C 1.421118 2.540545 0.793129 -0.074 0.076 -0.032
O 1.473948 2.216317 2.009459 0.017 -0.258 0.004
N 0.646162 2.006924 -0.183025 0.101 0.207 0.014
H 1.567086 4.759094 -1.480132 0.002 0.005 0.008
H 2.740681 3.515585 -1.868124 0.004 0.018 0.000
H 2.069733 4.541438 0.869337 0.014 0.013 -0.009
H 3.337641 3.400425 0.469073 0.003 0.002 0.001
O -0.144356 0.379074 3.894806 0.193 -0.121 0.198
Se -0.261425 1.727501 3.103015 0.121 0.176 -0.204
O -0.322927 3.178612 3.684896 -0.052 0.273 0.033
O -0.859757 1.458267 1.573507 -0.175 -0.429 -0.137
O 2.349898 -0.516656 3.558251 -0.030 -0.010 0.021
```
Forces are in eV/Å.

=====

Question: Which formula does entry 1 have?
Answer: C20H22N7OPS3Tc

=====

Question: Among the records above, which one has the highest maximum force?
Answer: C20H22N7OPS3Tc

=====

Question: Among the records above, which one has the lowest ΔE to the lowest compared entry with this formula, charge and spin?
Answer: C20H23B2BrF4N5O4Sc

=====

Question: Which formula does entry 3 have?
Answer: C20H23B2F4N5O12SeW